Entry 1:
C25H17F9MnNO6S | wB97M-V/def2-TZVPD

Properties
multiplicity = 5
energy relative to the best compared isomer or geometry (same formula, charge and spin) = 22.59 kcal per mole
HOMO-LUMO gap (alpha / beta) = 0.1679 / 0.2329 Eh
LUMO energy (alpha / beta) = -3.282 / -1.512 eV
E = -106589.67576 eV

Positions of all 60 atoms, in Å:
Mn  -1.6702  -0.1106  -0.9858
O  -0.9172  -0.3556  6.0332
C  -0.8792  0.6745  5.3341
O  -0.6261  1.8685  5.5793
C  -1.1382  0.4013  3.8238
C  -1.3720  -0.8928  3.3690
C  -1.5099  -1.1245  2.0180
N  -1.4124  -0.1282  1.1223
C  -1.2167  1.1267  1.5536
C  -1.0804  1.4328  2.8877
C  -1.1144  2.1683  0.4823
O  -0.7620  3.2915  0.7054
O  -1.3974  1.7352  -0.7530
H  -1.4222  -1.6959  4.0936
H  -1.6863  -2.1192  1.6241
H  -0.9163  2.4537  3.2074
O  0.1287  -0.4127  -1.3925
S  1.4188  0.4109  -1.6484
C  2.3575  0.1542  -0.1184
C  2.9906  1.4522  0.2998
C  4.1569  1.8967  -0.3182
C  4.7090  3.1193  0.0339
C  4.0953  3.9007  1.0059
C  2.9295  3.4620  1.6203
C  2.3747  2.2419  1.2648
C  2.3269  -0.5793  -2.8578
C  2.7288  -1.9542  -2.4136
C  1.7881  -2.9623  -2.2178
C  2.1949  -4.2345  -1.8455
C  3.5448  -4.5153  -1.6742
C  4.4873  -3.5157  -1.8643
C  4.0786  -2.2394  -2.2280
H  3.0710  -0.6528  -0.2829
H  1.5885  -0.1733  0.5830
H  4.6445  1.2798  -1.0694
H  5.6153  3.4626  -0.4495
H  4.5275  4.8531  1.2848
H  2.4439  4.0700  2.3730
H  1.4582  1.9072  1.7420
H  3.1935  0.0434  -3.0921
H  1.6657  -0.5879  -3.7258
H  0.7367  -2.7557  -2.3639
H  1.4568  -5.0135  -1.7026
H  3.8609  -5.5150  -1.4037
H  5.5411  -3.7275  -1.7363
H  4.8185  -1.4598  -2.3794
F  -5.0558  -2.3248  -0.1682
C  -5.3037  -1.0452  0.1243
F  -6.6114  -0.8933  0.2819
F  -4.7006  -0.7784  1.2778
C  -4.7293  -0.1313  -1.0117
O  -3.4061  -0.4528  -1.1939
C  -5.4614  -0.4103  -2.3673
F  -5.2614  -1.6768  -2.7358
F  -4.9621  0.3635  -3.3309
F  -6.7665  -0.1946  -2.2884
C  -4.8672  1.3780  -0.6151
F  -6.1394  1.7054  -0.4195
F  -4.3626  2.1551  -1.5713
F  -4.1838  1.6247  0.4997

***

Entry 2:
C25H18BrF3N3O4SbV | wB97M-V/def2-TZVPD

Properties
multiplicity = 3
net charge = +1
energy relative to the best compared isomer or geometry (same formula, charge and spin) = 51.62 kcal per mole
HOMO-LUMO gap (alpha / beta) = 0.2785 / 0.3012 Eh
LUMO energy (alpha / beta) = -4.324 / -3.702 eV
E = -149291.30950 eV

Positions of all 56 atoms, in Å:
V  -0.3804  -0.2737  -1.3111
N  -1.2769  -2.4136  0.4359
N  -2.6480  -2.1074  0.3732
C  -3.0438  -1.0705  -0.4246
O  -4.0711  -0.4665  -0.3656
O  -2.0653  -0.7919  -1.3332
H  -1.1266  -3.3892  0.2118
H  -0.9012  -2.2215  1.3589
H  -3.2680  -2.3676  1.1233
Br  0.5777  -2.1222  3.0487
C  2.0952  -1.6941  1.9904
C  3.3568  -1.9749  2.5058
C  4.4535  -1.6441  1.7302
C  4.2474  -1.0508  0.4907
C  2.9443  -0.8307  0.0905
N  1.8730  -1.1479  0.8223
C  2.6853  -0.1768  -1.2323
O  3.5275  0.2669  -1.9500
O  1.3688  -0.1068  -1.5084
H  3.4608  -2.4341  3.4777
H  5.4556  -1.8429  2.0874
H  5.0637  -0.7630  -0.1566
F  -1.0888  4.6185  -6.7555
C  -1.0711  4.1203  -5.5166
C  -1.3035  4.9756  -4.4535
C  -1.2866  4.4538  -3.1716
C  -1.0411  3.0964  -2.9653
C  -0.8090  2.2666  -4.0559
C  -0.8205  2.7731  -5.3465
Sb  -1.0248  2.3449  -1.0006
C  0.3653  3.6046  -0.0454
C  1.7230  3.3926  -0.2805
C  2.6693  4.2534  0.2486
C  2.2321  5.3213  1.0120
F  3.1399  6.1535  1.5304
C  0.8934  5.5634  1.2532
C  -0.0446  4.6963  0.7138
C  -2.8924  2.9042  -0.2352
C  -3.9566  3.1123  -1.1075
C  -5.2105  3.4302  -0.6116
C  -5.3741  3.5233  0.7576
F  -6.5805  3.8323  1.2411
C  -4.3386  3.3066  1.6487
C  -3.0907  2.9868  1.1413
H  -1.4900  6.0244  -4.6409
H  -1.4637  5.1174  -2.3332
H  -0.6087  1.2116  -3.9232
H  -0.6399  2.1460  -6.2083
H  2.0583  2.5668  -0.8965
H  3.7277  4.1146  0.0743
H  0.6009  6.4183  1.8476
H  -1.0975  4.8891  0.8881
H  -3.8185  3.0336  -2.1784
H  -6.0548  3.6006  -1.2656
H  -4.5197  3.3851  2.7126
H  -2.2766  2.8020  1.8338

***

Entry 3:
C25H18BrIrN2O2PSeTe4 | wB97M-V/def2-TZVPD

Properties
multiplicity = 6
energy relative to the best compared isomer or geometry (same formula, charge and spin) = 0.00 kcal per mole
HOMO-LUMO gap (alpha / beta) = 0.2269 / 0.1996 Eh
LUMO energy (alpha / beta) = -0.799 / -2.913 eV
E = -209981.75339 eV

Positions of all 55 atoms, in Å:
Ir  -1.0575  -0.9674  2.3923
Te  -1.8351  0.7034  4.3715
Te  -1.1910  -0.6551  6.5860
Te  1.1158  -2.0247  6.1362
Te  1.2245  -1.8530  3.4819
Se  -2.1759  -3.1346  2.2681
C  -0.9543  -4.4193  2.7684
N  -0.1905  -5.2260  3.0823
C  -1.9659  -1.6690  -3.6754
C  -0.6160  -1.9703  -3.5732
C  0.0603  -1.7369  -2.3866
C  -0.6122  -1.1879  -1.2952
C  -1.9733  -0.9068  -1.3963
C  -2.6433  -1.1421  -2.5863
P  0.2701  -0.8506  0.2508
C  1.0705  0.7607  0.0266
C  1.4640  1.2007  -1.2345
C  2.0411  2.4514  -1.3869
C  2.2316  3.2691  -0.2818
C  1.8447  2.8338  0.9776
C  1.2613  1.5868  1.1304
C  1.6441  -2.0309  0.2349
C  1.3218  -3.3840  0.3362
C  2.3196  -4.3366  0.4382
C  3.6524  -3.9452  0.4300
C  3.9807  -2.6023  0.3159
C  2.9812  -1.6437  0.2192
H  -2.4912  -1.8545  -4.6029
H  -0.0874  -2.3949  -4.4161
H  1.1102  -1.9902  -2.3076
H  -2.4985  -0.4958  -0.5454
H  -3.6993  -0.9183  -2.6584
H  1.3010  0.5800  -2.1077
H  2.3300  2.7912  -2.3724
H  2.6732  4.2489  -0.4036
H  1.9810  3.4708  1.8411
H  0.9349  1.2611  2.1124
H  0.2831  -3.6942  0.3565
H  2.0544  -5.3793  0.5473
H  4.4328  -4.6887  0.5194
H  5.0177  -2.2942  0.3120
H  3.2462  -0.5962  0.1527
Br  -1.0129  3.6495  -3.5165
C  -1.8681  3.8220  -1.8370
C  -2.6611  4.9294  -1.5698
N  -3.2717  5.1028  -0.4063
C  -3.1121  4.1770  0.5316
C  -2.3495  3.0292  0.3446
C  -1.7071  2.8480  -0.8722
C  -2.1886  2.0170  1.4446
O  -2.5041  2.3347  2.6058
O  -1.6808  0.9110  1.1043
H  -2.7994  5.6977  -2.3210
H  -3.6080  4.3404  1.4796
H  -1.0934  1.9763  -1.0455

***

Entry 4:
C25H18Cl64F3IO2P | wB97M-V/def2-TZVPD

Properties
multiplicity = 1
net charge = +1
HOMO-LUMO gap = 0.3435 Eh
LUMO energy = -2.575 eV
E = -857276.88548 eV

Positions of all 114 atoms, in Å:
O  -5.1066  -0.4615  -1.4926
C  -4.4836  -0.0416  -0.2847
C  -3.0261  -0.5046  -0.1782
C  -2.8627  -1.9278  -0.7465
P  -1.2522  -2.2094  -1.5691
C  0.0605  -0.9398  -1.1638
C  0.5754  -0.9971  0.3509
C  0.5533  0.3238  1.2306
I  -0.0682  0.0633  3.3381
C  -1.6571  -2.1038  -3.3977
C  -2.1545  -0.6529  -3.6517
O  -1.0468  0.1278  -4.0211
C  -3.1043  -0.7009  -4.8840
F  -2.6425  -1.6122  -5.7159
F  -4.3144  -1.0249  -4.4812
F  -3.1789  0.4637  -5.4674
H  -5.7344  0.2235  -1.6991
H  -4.4744  1.0667  -0.2724
H  -5.0345  -0.3350  0.5997
H  -2.7520  -0.5411  0.8874
H  -2.3877  0.2291  -0.7023
H  -3.6879  -2.2120  -1.4216
H  -2.9148  -2.6422  0.0980
H  -0.6740  -3.4668  -1.2319
H  -0.2369  0.0697  -1.4769
H  0.9047  -1.2412  -1.8127
H  0.0381  -1.8122  0.8618
H  1.6337  -1.2918  0.2638
H  0.0577  1.1789  0.7498
H  1.6146  0.5971  1.3412
H  -0.7344  -2.3381  -3.9444
H  -2.4741  -2.8193  -3.5739
H  -2.6562  -0.1970  -2.7827
H  -1.2568  1.0602  -3.9768
C  1.6772  0.3660  -7.0573
Cl  0.2846  -0.5333  -6.4312
Cl  1.3639  0.8211  -8.7372
Cl  1.9371  1.8242  -6.0867
Cl  3.1191  -0.6581  -6.9901
C  6.5663  0.9643  -7.8501
Cl  8.0446  1.5748  -8.6068
Cl  5.1599  1.5146  -8.7762
Cl  6.6059  -0.8071  -7.8111
Cl  6.4693  1.5653  -6.1914
C  -4.2819  -2.9968  4.3808
Cl  -5.6075  -2.1650  3.5258
Cl  -3.8700  -4.5247  3.5869
Cl  -2.8817  -1.9157  4.3081
Cl  -4.7448  -3.3366  6.0490
C  6.5634  5.0103  -4.3480
Cl  7.0263  5.1973  -6.0453
Cl  7.0237  3.3953  -3.7816
Cl  7.3902  6.2350  -3.3732
Cl  4.8090  5.2122  -4.1878
C  6.3097  -2.0543  -3.6794
Cl  5.2202  -1.6497  -5.0145
Cl  6.9575  -3.6871  -3.9160
Cl  7.6422  -0.8917  -3.6320
Cl  5.4131  -1.9848  -2.1486
C  7.4599  2.8842  0.4958
Cl  8.9446  2.1460  1.1132
Cl  6.4550  1.6366  -0.2690
Cl  6.5681  3.6233  1.8316
Cl  7.8653  4.1219  -0.6982
C  0.0614  5.0673  -7.5812
Cl  1.5889  5.1037  -6.6839
Cl  -0.6857  6.6701  -7.5395
Cl  0.3762  4.6055  -9.2594
Cl  -1.0353  3.8853  -6.8409
C  1.6168  3.9113  4.8693
Cl  1.6744  3.3876  6.5579
Cl  2.3925  5.4930  4.7123
Cl  2.4684  2.7340  3.8565
Cl  -0.0703  4.0270  4.3420
C  -3.4800  -2.4976  -9.3372
Cl  -2.1448  -1.7300  -8.4631
Cl  -3.0654  -2.6325  -11.0518
Cl  -3.7686  -4.1130  -8.6698
Cl  -4.9419  -1.5151  -9.1574
C  -7.6193  -0.5663  7.4440
Cl  -6.7117  -0.9557  5.9703
Cl  -8.6712  -1.9290  7.8527
Cl  -6.4906  -0.2906  8.7780
Cl  -8.5990  0.8857  7.1717
C  -12.5220  -1.5747  6.9580
Cl  -12.5154  -2.6742  8.3458
Cl  -11.7321  -0.0549  7.4074
Cl  -11.6449  -2.3196  5.6107
Cl  -14.1914  -1.2518  6.4674
C  -3.2555  -5.9229  9.1385
Cl  -2.0645  -5.5992  7.8669
Cl  -4.7017  -4.9388  8.8553
Cl  -3.6944  -7.6369  9.1128
Cl  -2.5619  -5.5149  10.7123
C  9.3558  9.9239  -2.5323
Cl  10.8174  10.6874  -1.8920
Cl  9.5428  9.6511  -4.2712
Cl  9.0971  8.3708  -1.7181
Cl  7.9629  10.9778  -2.2455
C  -4.7210  3.0376  6.7848
Cl  -5.5323  4.1475  5.6645
Cl  -4.7774  1.3878  6.1161
Cl  -3.0320  3.5308  6.9795
Cl  -5.5290  3.1049  8.3514
C  1.7113  -6.2916  11.2770
Cl  3.2295  -7.2001  11.3198
Cl  0.4440  -7.2901  10.5494
Cl  1.2394  -5.8507  12.9254
Cl  1.9286  -4.8217  10.3123
C  7.4494  -3.9284  1.0998
Cl  6.8753  -5.4745  1.7428
Cl  6.2826  -2.6524  1.4990
Cl  9.0176  -3.5364  1.8177
Cl  7.6150  -4.0443  -0.6583

***

Number 3 is which compound? C25H18BrIrN2O2PSeTe4